[1]
{
  "formula": "C20H46O3P2Re",
  "method": "ωB97M-V with the def2-TZVPD basis set",
  "elements": ["Re", "C", "O", "C", "O", "P", "C", "H", "C", "H", "C", "H", "C", "P", "H", "H", "C", "H", "C", "H", "H", "H", "C", "H", "H", "H", "C", "H", "H", "H", "C", "H", "H", "H", "C", "H", "H", "H", "C", "H", "H", "H", "C", "H", "H", "H", "C", "H", "C", "H", "H", "C", "H", "H", "H", "C", "H", "H", "H", "C", "H", "H", "H", "C", "H", "H", "H", "H", "H", "O", "H", "H"],
  "coordinates": [[-0.697, 0.707, -0.890], [0.108, 1.575, -2.404], [0.723, 2.150, -3.239], [-2.614, 0.797, -0.838], [-3.797, 0.785, -0.731], [0.038, -1.640, -1.380], [-0.826, -3.209, -0.670], [-0.766, -3.941, -1.471], [-0.917, -1.578, -3.031], [-1.689, -0.820, -2.777], [1.609, -2.507, -1.906], [2.171, -2.968, -0.683], [2.035, 2.607, 1.340], [0.241, 1.763, 0.953], [-0.243, 2.620, 3.264], [2.636, 1.810, 1.802], [-0.605, 3.480, 0.784], [0.000, 4.120, 1.432], [-0.053, -1.059, -4.168], [0.606, -1.829, -4.576], [0.534, -0.178, -3.924], [-0.745, -0.758, -4.961], [-1.597, -2.875, -3.503], [-2.128, -2.621, -4.427], [-2.333, -3.281, -2.811], [-0.874, -3.660, -3.747], [1.502, -3.753, -2.776], [0.835, -4.523, -2.381], [2.482, -4.244, -2.878], [1.192, -3.514, -3.792], [2.606, -1.530, -2.475], [3.617, -1.948, -2.521], [2.659, -0.605, -1.895], [2.346, -1.274, -3.501], [-0.179, -3.855, 0.540], [0.867, -4.089, 0.449], [-0.690, -4.795, 0.709], [-0.338, -3.257, 1.423], [-2.300, -2.888, -0.429], [-2.439, -2.476, 0.581], [-2.891, -3.811, -0.484], [-2.741, -2.164, -1.128], [2.083, 3.827, 2.288], [1.556, 3.691, 3.238], [1.706, 4.743, 1.811], [3.127, 4.056, 2.551], [2.693, 2.955, 0.017], [2.207, 3.814, -0.450], [-1.419, 0.894, 3.079], [2.669, 2.110, -0.677], [3.744, 3.243, 0.162], [1.065, 0.951, 3.664], [-1.391, -0.074, 2.593], [-1.650, 0.706, 4.126], [-2.307, 1.394, 2.701], [-0.110, 1.608, 2.858], [0.731, 0.913, 4.701], [1.832, 1.756, 3.995], [0.964, -0.179, 3.575], [-2.037, 3.486, 1.305], [-2.635, 2.692, 0.834], [-2.431, 4.457, 1.000], [-2.081, 3.409, 2.395], [-0.524, 3.931, -0.655], [0.491, 3.967, -1.056], [-0.936, 4.935, -0.644], [-1.178, 3.314, -1.291], [2.100, 0.564, 3.281], [2.095, -3.320, 0.128], [-2.675, -1.530, 2.153], [-3.505, -1.048, 1.994], [-2.827, -2.070, 2.943]],
  "mulliken_charge": [0.749, 0.615, -0.328, 0.621, -0.326, 0.399, 0.640, 0.329, 0.514, 0.378, 1.140, -0.348, 0.607, 0.743, 0.712, 0.352, 0.021, 0.217, -1.998, 0.448, 0.207, 0.539, -1.448, 0.459, 0.359, 0.328, -1.324, 0.355, 0.504, 0.411, -1.351, 0.462, 0.356, 0.373, -1.522, 0.325, 0.463, 0.288, -1.768, 0.209, 0.481, 0.446, -1.742, 0.488, 0.503, 0.420, -1.434, 0.313, -1.914, 0.197, 0.479, -1.306, 0.489, 0.584, 0.203, 0.272, 0.654, 0.475, 0.479, -1.326, 0.143, 0.507, 0.376, -1.201, 0.170, 0.493, 0.319, 0.278, 0.517, -0.655, 0.298, 0.285],
  "spin_multiplicity": 4,
  "e_homo_ev": [-21.03, -21.84],
  "max_force_ev_per_a": 9.242,
  "charge": 4
}

[2]
{
  "formula": "C20H46O3P4SeY",
  "method": "ωB97M-V with the def2-TZVPD basis set",
  "elements": ["Y", "P", "P", "P", "H", "C", "C", "H", "C", "C", "C", "C", "C", "C", "C", "C", "C", "H", "H", "H", "H", "H", "H", "H", "H", "H", "H", "H", "H", "H", "H", "H", "H", "H", "H", "H", "H", "H", "H", "H", "H", "H", "H", "H", "H", "H", "C", "C", "C", "C", "C", "C", "Se", "H", "H", "H", "H", "H", "H", "C", "O", "P", "O", "C", "O", "C", "H", "H", "H", "H", "H", "H", "H", "H", "H"],
  "coordinates": [[-1.370, -1.182, -1.258], [0.917, 1.008, 0.938], [0.638, 0.550, -2.414], [-0.120, -1.911, 1.523], [-1.649, -4.583, -4.166], [-2.458, -4.301, -3.480], [-2.356, -3.283, -2.572], [-1.305, -2.849, -2.593], [2.715, 0.752, 1.244], [1.099, 2.748, 0.357], [0.519, 1.443, 2.680], [0.692, -0.333, -4.027], [0.139, 2.209, -3.019], [2.459, 0.858, -2.310], [-0.519, -3.702, 1.345], [-1.262, -1.425, 2.869], [1.396, -2.152, 2.571], [-3.322, -4.988, -3.570], [-3.196, -3.099, -1.859], [3.073, 1.661, 1.759], [3.258, 0.619, 0.311], [2.870, -0.120, 1.885], [1.741, 3.287, 1.070], [0.108, 3.214, 0.336], [1.538, 2.792, -0.644], [0.986, 2.419, 2.886], [0.922, 0.700, 3.377], [-0.562, 1.538, 2.799], [1.024, 0.406, -4.772], [-0.301, -0.707, -4.324], [1.430, -1.138, -3.995], [1.011, 2.714, -3.454], [-0.260, 2.820, -2.200], [-0.621, 2.069, -3.798], [2.761, 1.370, -3.235], [3.023, -0.085, -2.250], [2.730, 1.519, -1.482], [-0.268, -4.195, 2.295], [0.087, -4.149, 0.550], [-1.587, -3.852, 1.136], [-1.841, -2.312, 3.140], [-1.935, -0.623, 2.552], [-0.663, -1.104, 3.734], [1.243, -3.062, 3.170], [1.547, -1.321, 3.275], [2.305, -2.298, 1.975], [2.198, -3.808, -1.848], [1.716, -4.141, -3.115], [1.783, -5.482, -3.490], [2.447, -6.408, -2.704], [3.042, -6.039, -1.477], [2.928, -4.701, -1.056], [1.661, -2.120, -0.982], [0.360, -2.940, -1.106], [1.244, -3.395, -3.767], [1.298, -5.812, -4.405], [2.522, -7.457, -3.013], [3.551, -6.798, -0.885], [3.364, -4.341, -0.127], [-3.303, 3.933, 0.144], [-3.046, 2.608, -0.388], [-2.227, 1.391, 0.308], [-2.921, 1.155, 1.783], [-4.050, 1.817, 2.409], [-3.127, 0.000, -0.693], [-4.518, 0.043, -1.020], [-2.857, 4.652, -0.556], [-2.906, 4.068, 1.163], [-4.391, 4.121, 0.155], [-4.033, 1.499, 3.452], [-4.969, 1.438, 1.925], [-3.954, 2.906, 2.384], [-5.097, 0.580, -0.273], [-4.624, 0.528, -1.992], [-4.880, -0.981, -1.074]],
  "mulliken_charge": [0.454, 0.933, 1.636, 1.148, 0.265, -0.757, 0.356, -0.153, -1.510, -1.289, -1.065, -1.316, -1.452, -1.695, -1.357, -0.760, -1.669, 0.296, 0.300, 0.487, 0.330, 0.370, 0.559, 0.274, 0.355, 0.517, 0.381, 0.203, 0.487, 0.453, 0.329, 0.486, 0.278, 0.509, 0.603, 0.366, 0.426, 0.541, 0.299, 0.425, 0.501, -0.242, 0.456, 0.557, 0.431, 0.342, 0.543, -0.230, -0.724, -0.496, -0.653, -0.504, 0.129, -0.181, 0.401, 0.439, 0.398, 0.431, 0.417, -0.851, -0.221, 0.686, -0.390, -0.725, -0.536, -0.770, 0.278, 0.399, 0.321, 0.289, 0.304, 0.301, 0.180, 0.332, 0.344],
  "spin_multiplicity": 1,
  "e_homo_ev": -16.32,
  "max_force_ev_per_a": 3.666,
  "charge": 3,
  "de_lowest_kcal_mol": 5.61
}

[3]
{
  "formula": "C20H47FN8O5P3",
  "method": "ωB97M-V with the def2-TZVPD basis set",
  "elements": ["C", "C", "C", "F", "P", "C", "C", "C", "O", "O", "C", "N", "O", "C", "N", "H", "H", "H", "H", "H", "H", "H", "H", "H", "H", "H", "O", "P", "N", "C", "C", "N", "C", "C", "N", "C", "C", "H", "H", "H", "H", "H", "H", "H", "H", "H", "H", "H", "H", "H", "H", "H", "H", "H", "H", "O", "P", "N", "C", "C", "N", "C", "C", "N", "C", "C", "H", "H", "H", "H", "H", "H", "H", "H", "H", "H", "H", "H", "H", "H", "H", "H", "H", "H"],
  "coordinates": [[3.407, -2.228, -0.904], [4.361, -1.866, -2.040], [4.084, -0.612, -2.882], [3.553, -0.891, -4.116], [3.111, 0.698, -2.062], [1.379, 0.466, -1.843], [0.847, -0.738, -2.677], [-0.538, -1.141, -2.357], [-0.177, -0.437, -3.553], [3.738, 0.950, -0.599], [5.061, 0.951, -0.640], [6.183, 0.719, -0.591], [3.307, 2.117, -2.807], [3.890, 2.112, -3.991], [4.356, 2.006, -5.031], [3.365, -1.486, -0.108], [2.391, -2.459, -1.215], [3.786, -3.130, -0.432], [5.343, -1.718, -1.595], [4.473, -2.692, -2.738], [5.056, -0.149, -3.093], [1.089, 0.262, -0.815], [0.865, 1.324, -2.278], [1.547, -1.515, -2.936], [-0.960, -0.511, -1.587], [-0.801, -2.172, -2.522], [-4.384, -2.640, -0.659], [-5.400, -3.002, -1.688], [-4.754, -2.401, -3.166], [-4.870, -1.045, -3.669], [-3.486, -3.031, -3.508], [-6.793, -2.126, -1.132], [-7.116, -0.783, -1.587], [-6.919, -2.208, 0.320], [-6.333, -4.281, -2.331], [-5.831, -5.641, -2.110], [-6.960, -4.117, -3.619], [-4.565, -1.028, -4.718], [-4.253, -0.322, -3.115], [-5.895, -0.696, -3.663], [-3.613, -3.804, -4.275], [-3.025, -3.501, -2.633], [-2.774, -2.297, -3.890], [-6.280, -0.075, -1.492], [-7.947, -0.397, -0.996], [-7.469, -0.785, -2.618], [-6.265, -1.499, 0.839], [-6.668, -3.207, 0.678], [-7.954, -2.010, 0.603], [-4.993, -5.901, -2.771], [-6.628, -6.369, -2.266], [-5.490, -5.752, -1.079], [-6.265, -4.247, -4.457], [-7.439, -3.143, -3.710], [-7.747, -4.869, -3.703], [2.648, 1.417, 3.182], [3.319, 2.525, 3.922], [2.199, 3.066, 5.089], [1.115, 4.009, 4.870], [1.867, 2.033, 6.073], [3.568, 3.666, 2.614], [2.632, 4.731, 2.290], [3.964, 2.964, 1.413], [4.759, 2.980, 4.716], [5.571, 1.898, 5.285], [4.770, 4.175, 5.526], [0.729, 4.332, 5.839], [0.285, 3.589, 4.287], [1.456, 4.915, 4.383], [2.410, 2.193, 7.011], [2.111, 1.030, 5.713], [0.801, 2.036, 6.295], [1.598, 4.379, 2.168], [2.937, 5.205, 1.355], [2.657, 5.522, 3.036], [3.094, 2.537, 0.902], [4.654, 2.148, 1.643], [4.480, 3.645, 0.728], [5.159, 1.504, 6.224], [6.586, 2.246, 5.477], [5.640, 1.069, 4.578], [4.309, 4.032, 6.510], [4.272, 5.003, 5.025], [5.812, 4.468, 5.670]],
  "mulliken_charge": [-1.064, -0.936, 0.016, -0.283, 0.765, -1.058, 0.533, -1.221, -0.475, -0.088, 0.359, -0.386, -0.353, 0.481, -0.300, 0.290, 0.288, 0.427, 0.472, 0.433, 0.688, 0.505, 0.548, 0.669, 0.352, 0.381, -0.845, 0.422, 0.395, -1.131, -1.458, 0.177, -1.053, -1.027, 0.158, -0.905, -0.763, 0.444, 0.307, 0.305, 0.220, 0.513, 0.479, 0.356, 0.393, 0.261, 0.318, 0.309, 0.376, 0.299, 0.349, 0.307, 0.260, 0.174, 0.383, -0.905, 0.380, 0.319, -1.100, -1.163, 0.247, -1.136, -1.615, 0.189, -0.905, -0.759, 0.453, 0.313, 0.289, 0.245, 0.391, 0.428, 0.406, 0.389, 0.297, 0.599, 0.331, 0.450, 0.308, 0.354, 0.294, 0.276, 0.162, 0.398],
  "spin_multiplicity": 1,
  "e_homo_ev": -9.76,
  "max_force_ev_per_a": 4.892,
  "charge": 1
}

> The highest charge belongs to which entry?

C20H46O3P2Re